Molecular formula: C52H67N3P2RhSSeSi
Method: DFT, ωB97M-V with the def2-TZVPD basis set

XYZ file:
```
128
Properties=species:S:1:pos:R:3:mulliken_spin:R:1
Rh 0.115 0.395 1.022 1.88
C 0.785 4.272 1.516 0.02
Si 0.097 2.821 0.535 0.45
C 0.985 2.843 -1.151 0.07
C 0.778 3.919 -2.038 0.00
C 1.417 3.982 -3.269 0.00
C 2.280 2.959 -3.650 0.00
C 2.503 1.891 -2.796 -0.01
C 1.869 1.826 -1.549 -0.05
P 2.157 0.434 -0.407 0.12
C 3.945 0.400 0.147 0.01
C 4.946 1.235 -0.678 0.01
C 4.915 2.739 -0.370 0.00
C 5.063 3.006 1.128 0.00
C 4.003 2.230 1.908 -0.02
C 4.134 0.728 1.639 0.02
C 2.076 -1.137 -1.393 0.00
C 3.217 -1.457 -2.407 0.03
C 2.700 -1.565 -3.845 0.00
C 1.643 -2.671 -3.960 0.00
C 0.644 -2.653 -2.769 0.01
C 0.695 -1.308 -2.035 0.05
C -1.680 3.329 0.160 -0.03
C -2.011 4.683 -0.042 0.01
C -3.284 5.067 -0.437 0.00
C -4.259 4.099 -0.653 0.00
C -3.963 2.764 -0.431 -0.01
C -2.688 2.374 0.003 -0.01
P -2.285 0.621 0.312 0.22
C -2.722 -0.185 -1.313 0.05
C -2.313 0.716 -2.495 0.03
C -2.317 -0.079 -3.818 0.00
C -3.347 -1.226 -3.801 0.00
C -4.560 -0.830 -2.959 0.00
C -4.178 -0.683 -1.470 0.02
C -3.439 -0.093 1.595 -0.01
C -4.838 0.523 1.803 0.00
C -4.862 1.818 2.630 0.00
C -4.141 1.638 3.964 0.00
C -2.720 1.123 3.736 0.03
C -2.741 -0.207 2.974 0.04
H 1.078 5.097 0.844 0.01
H 1.666 3.996 2.109 0.01
H 0.015 4.649 2.207 0.00
H 0.090 4.719 -1.763 0.00
H 1.242 4.825 -3.935 0.00
H 2.784 2.996 -4.613 0.00
H 3.180 1.105 -3.112 0.00
H 4.173 -0.657 0.001 0.01
H 4.827 1.067 -1.748 0.00
H 5.940 0.852 -0.417 0.00
H 3.974 3.175 -0.713 0.00
H 5.713 3.230 -0.930 0.00
H 4.975 4.077 1.328 0.00
H 6.062 2.697 1.465 0.00
H 3.010 2.563 1.579 0.01
H 4.069 2.431 2.980 0.00
H 3.429 0.161 2.251 0.00
H 5.139 0.399 1.931 0.00
H 2.122 -1.880 -0.593 0.03
H 3.655 -2.425 -2.139 0.00
H 4.034 -0.734 -2.346 -0.01
H 3.534 -1.778 -4.518 0.00
H 2.279 -0.611 -4.167 0.00
H 2.139 -3.640 -4.004 0.00
H 1.106 -2.559 -4.904 0.00
H 0.888 -3.454 -2.054 0.00
H -0.372 -2.852 -3.121 0.00
H -0.074 -1.253 -1.258 0.00
H 0.494 -0.487 -2.728 0.00
H -1.253 5.453 0.112 0.00
H -3.519 6.118 -0.585 0.00
H -5.252 4.385 -0.986 0.00
H -4.743 2.027 -0.584 0.00
H -2.075 -1.064 -1.362 0.00
H -1.332 1.168 -2.321 -0.01
H -3.016 1.544 -2.563 0.00
H -1.321 -0.475 -4.024 0.00
H -2.551 0.608 -4.636 0.00
H -2.900 -2.138 -3.379 0.00
H -3.649 -1.475 -4.820 0.00
H -5.361 -1.563 -3.056 0.00
H -4.956 0.120 -3.335 0.00
H -4.282 -1.652 -0.971 0.00
H -4.886 -0.010 -0.986 0.00
H -3.579 -1.104 1.202 0.02
H -5.405 -0.234 2.361 0.00
H -5.367 0.655 0.859 0.00
H -5.902 2.110 2.793 0.00
H -4.386 2.632 2.087 0.00
H -4.689 0.919 4.592 0.00
H -4.116 2.586 4.507 0.00
H -2.216 0.988 4.693 0.00
H -2.145 1.867 3.168 0.00
H -3.291 -0.946 3.574 0.01
H -1.728 -0.592 2.855 -0.04
S 1.312 -6.326 0.892 0.00
C 0.856 -4.617 1.085 0.00
C -0.335 -4.115 0.605 0.00
C -0.626 -2.769 0.792 0.03
N 0.174 -1.919 1.418 -0.03
C 1.296 -2.423 1.911 0.03
C 1.681 -3.751 1.766 0.02
C 1.536 -6.330 -0.880 0.00
C 0.488 -6.635 -1.733 0.00
C 0.725 -6.601 -3.104 0.00
N 1.915 -6.302 -3.638 0.00
C 2.920 -6.034 -2.796 0.00
C 2.781 -6.035 -1.412 0.00
H -1.042 -4.758 0.098 0.00
H -1.560 -2.359 0.433 0.02
H 1.926 -1.723 2.449 -0.03
H 2.617 -4.102 2.185 0.00
H -0.486 -6.914 -1.345 0.00
H -0.075 -6.831 -3.803 0.00
H 3.883 -5.811 -3.249 0.00
H 3.626 -5.817 -0.765 0.00
Se 0.877 1.079 3.263 0.73
C 0.364 0.596 5.050 0.08
C -0.226 -0.622 5.354 0.04
C -0.595 -0.857 6.672 -0.02
N -0.435 0.037 7.657 0.05
C 0.133 1.207 7.340 -0.01
C 0.558 1.532 6.055 0.05
H -0.394 -1.376 4.591 0.02
H -1.054 -1.804 6.949 0.00
H 0.263 1.917 8.152 0.00
H 1.027 2.487 5.848 0.01
```

Calculated values
spin multiplicity: 5
HOMO energy (alpha / beta): -7.73 / -11.14 eV
net charge: +1
frontier orbital gap (alpha / beta): 5.200 / 6.239 eV

=====

Molecular formula: C11H34AlN6O11P2Se2
Method: DFT, ωB97M-V with the def2-TZVPD basis set

XYZ file:
```
67
Properties=species:S:1:pos:R:3:lowdin_charge:R:1
Al -0.937 -1.171 -0.591 -0.35
C 3.932 0.305 1.580 -0.10
N 2.821 -0.502 1.109 -0.27
C 3.153 -1.356 -0.033 -0.07
P 1.288 0.025 1.368 0.57
O 0.342 -1.001 0.846 -0.15
O 1.126 1.440 0.606 -0.22
P 0.106 1.855 -0.589 0.58
O -0.724 0.703 -1.035 -0.14
N 1.083 2.348 -1.811 -0.28
C 1.663 3.679 -1.818 -0.11
C 1.907 1.345 -2.486 -0.07
N -0.729 3.167 -0.103 -0.29
C -0.358 3.920 1.086 -0.10
C -2.173 3.178 -0.374 -0.07
N 1.220 0.374 2.955 -0.29
C 0.798 -0.746 3.807 -0.07
C 0.932 1.681 3.520 -0.10
H 4.781 -0.347 1.795 0.08
H 3.655 0.827 2.495 0.07
H 4.248 1.040 0.829 0.08
H 3.952 -2.038 0.264 0.09
H 3.495 -0.773 -0.892 0.08
H 2.285 -1.926 -0.346 0.06
H 0.966 4.397 -1.392 0.07
H 1.871 3.967 -2.850 0.08
H 2.608 3.716 -1.260 0.08
H 1.467 0.352 -2.393 0.06
H 2.919 1.325 -2.063 0.08
H 1.983 1.597 -3.545 0.09
H 0.725 3.938 1.206 0.07
H -0.817 3.480 1.974 0.08
H -0.699 4.951 0.963 0.09
H -2.381 2.667 -1.311 0.08
H -2.486 4.220 -0.474 0.08
H -2.731 2.691 0.429 0.06
H 1.163 -1.686 3.394 0.08
H -0.294 -0.787 3.877 0.07
H 1.240 -0.614 4.796 0.08
H 1.285 2.463 2.851 0.06
H 1.470 1.769 4.467 0.08
H -0.140 1.808 3.674 0.08
N -1.069 -3.155 -0.136 0.07
C -2.388 -3.806 -0.252 -0.20
C -2.954 -3.655 -1.658 -0.17
C -3.399 -2.238 -1.991 -0.20
N -2.239 -1.338 -2.148 0.06
H -0.382 -3.655 -0.726 0.06
H -0.755 -3.208 0.829 0.12
H -3.054 -3.338 0.474 0.12
H -2.300 -4.869 -0.009 0.12
H -3.823 -4.313 -1.747 0.11
H -2.217 -3.994 -2.393 0.11
H -4.022 -1.841 -1.189 0.12
H -3.985 -2.251 -2.915 0.12
H -2.567 -0.390 -2.304 0.12
H -1.691 -1.624 -2.978 0.07
O -1.367 1.167 1.848 -0.49
Se -2.614 0.107 1.849 0.82
O -4.025 0.862 1.628 -0.48
O -2.393 -0.880 0.487 -0.34
O -2.554 -0.866 3.142 -0.48
O 2.265 -2.325 -3.477 -0.47
Se 0.785 -2.650 -2.931 0.82
O -0.404 -2.439 -4.029 -0.48
O 0.490 -1.491 -1.726 -0.38
O 0.647 -4.089 -2.174 -0.48
```

Calculated values
HOMO energy: -6.15 eV
net charge: -1
frontier orbital gap: 8.515 eV

=====

Molecular formula: C29H80N4O18P
Method: DFT, ωB97M-V with the def2-TZVPD basis set

XYZ file:
```
132
Properties=species:S:1:pos:R:3:lowdin_charge:R:1
C -3.009 1.832 4.373 0.01
C -2.985 1.035 3.191 -0.15
C -1.952 -0.139 2.855 -0.11
C -1.044 0.357 1.623 0.01
C -1.791 0.472 0.237 -0.14
O -3.166 0.115 0.156 -0.04
C -1.024 0.973 -1.022 -0.12
P -1.862 1.156 -2.744 0.78
N -3.433 0.866 -2.716 -0.30
C 0.486 1.356 -0.803 -0.06
C 1.394 1.930 -2.014 -0.13
C 1.424 3.552 -1.795 -0.08
C 2.889 4.097 -1.410 -0.41
N 3.232 4.570 -0.046 0.08
O 3.760 4.108 -2.324 0.01
C 1.161 1.199 0.609 -0.11
N 2.577 1.551 0.674 0.10
N 0.368 0.722 1.755 0.02
C 1.083 0.649 3.062 -0.08
C 2.251 -0.479 3.098 -0.15
O 1.838 -1.731 2.498 -0.06
C 2.496 -2.851 3.077 -0.36
C 3.363 -3.912 2.195 0.00
O 2.415 -3.124 4.319 0.03
H -4.035 1.960 4.888 0.07
H -2.113 2.392 4.807 0.07
H -3.768 1.276 2.376 0.11
H -2.586 -1.032 2.479 0.14
H -1.360 -0.530 3.745 0.11
H -3.237 -0.869 0.060 0.09
H -1.168 0.235 -3.624 0.01
H -1.613 2.517 -3.159 0.02
H -3.963 1.702 -3.004 -0.04
H 0.880 1.749 -3.022 0.08
H 2.438 1.473 -1.977 0.11
H 0.954 4.117 -2.683 0.11
H 0.748 3.813 -0.890 0.12
H 2.629 5.381 0.212 0.10
H 4.185 4.988 -0.094 0.10
H 3.202 0.749 0.485 0.08
H 2.828 2.065 1.528 0.09
H 0.410 0.523 3.971 0.13
H 1.639 1.652 3.218 0.14
H 3.218 -0.096 2.589 0.13
H 2.541 -0.603 4.213 0.15
H 4.053 -4.485 2.916 0.10
H 3.948 -3.388 1.350 0.09
H 2.666 -4.711 1.740 0.10
C -6.991 0.189 4.163 -0.16
O -6.264 0.669 5.286 -0.14
H -6.328 0.171 3.297 0.07
H -7.353 -0.822 4.363 0.08
H -7.834 0.854 3.959 0.08
H -6.871 0.675 6.037 0.08
C 1.597 -0.753 -4.816 -0.12
O 0.506 0.159 -4.803 -0.20
H 2.014 -0.820 -3.810 0.06
H 1.246 -1.740 -5.128 0.08
H 2.366 -0.395 -5.503 0.09
H 0.156 0.199 -5.704 0.09
C -3.774 5.151 -2.096 -0.14
O -4.042 3.791 -1.776 -0.15
H -3.259 5.192 -3.057 0.05
H -4.715 5.704 -2.164 0.07
H -3.137 5.590 -1.324 0.07
H -4.497 3.782 -0.924 0.08
C -7.432 7.539 -3.032 -0.15
O -7.261 6.630 -1.953 -0.14
H -6.523 8.132 -3.139 0.08
H -7.612 6.984 -3.956 0.08
H -8.274 8.203 -2.825 0.08
H -8.077 6.118 -1.880 0.08
C 0.002 -6.125 5.126 -0.15
O 1.336 -6.537 4.876 -0.13
H -0.575 -6.984 5.466 0.08
H -0.004 -5.354 5.900 0.08
H -0.438 -5.734 4.205 0.08
H 1.825 -5.758 4.576 0.06
C 4.651 -0.889 -1.698 -0.13
O 3.464 -0.860 -0.912 -0.16
H 5.498 -0.618 -1.067 0.09
H 4.804 -1.895 -2.096 0.08
H 4.568 -0.172 -2.518 0.08
H 2.732 -1.104 -1.494 0.07
C -0.660 4.860 -5.099 -0.14
O -1.891 4.606 -4.432 -0.17
H -0.145 5.675 -4.589 0.09
H -0.036 3.962 -5.072 0.07
H -0.857 5.149 -6.133 0.07
H -2.326 3.883 -4.903 0.08
C -2.060 -2.986 -1.932 -0.14
O -3.180 -2.584 -1.157 -0.14
H -1.543 -3.793 -1.412 0.08
H -2.396 -3.341 -2.908 0.09
H -1.376 -2.141 -2.057 0.06
H -3.620 -1.868 -1.641 0.07
C 2.256 -4.815 -4.552 -0.16
O 3.434 -4.027 -4.466 -0.14
H 1.447 -4.300 -4.032 0.07
H 1.983 -4.952 -5.601 0.08
H 2.428 -5.786 -4.081 0.08
H 4.131 -4.506 -4.933 0.08
C -0.585 7.439 -8.646 -0.16
O -1.502 7.274 -7.574 -0.14
H -0.518 6.501 -9.199 0.08
H -0.937 8.228 -9.315 0.08
H 0.401 7.697 -8.251 0.08
H -1.543 8.116 -7.102 0.08
C 4.324 -8.593 4.784 -0.16
O 3.500 -8.585 3.626 -0.14
H 5.272 -9.073 4.540 0.09
H 4.512 -7.566 5.108 0.07
H 3.831 -9.151 5.582 0.07
H 2.668 -8.154 3.867 0.04
C -4.105 7.284 1.425 -0.17
O -5.516 7.356 1.553 -0.12
H -3.653 7.463 2.401 0.08
H -3.818 6.290 1.070 0.06
H -3.761 8.046 0.721 0.08
H -5.891 7.194 0.676 0.06
C 5.953 -8.367 8.804 -0.15
O 5.127 -8.359 7.648 -0.14
H 6.900 -8.848 8.556 0.08
H 6.144 -7.341 9.128 0.08
H 5.463 -8.926 9.604 0.08
H 4.298 -7.929 7.894 0.08
C 5.026 -6.281 0.057 -0.17
O 4.754 -7.642 0.353 -0.11
H 5.534 -6.225 -0.907 0.08
H 4.087 -5.723 0.004 0.05
H 5.671 -5.859 0.832 0.08
H 4.305 -7.658 1.208 0.06
```

Calculated values
HOMO energy: -10.64 eV
net charge: +1
frontier orbital gap: 6.856 eV

=====

Molecular formula: C4H12
Method: DFT, ωB97M-V with the def2-TZVPD basis set

XYZ file:
```
16
Properties=species:S:1:pos:R:3:lowdin_charge:R:1
C -2.154 0.166 0.922 -0.17
C -2.058 0.964 -0.361 -0.17
H -3.057 -0.446 0.960 0.07
H -1.202 -0.325 1.141 0.05
H -2.142 0.799 1.824 0.06
H -1.158 0.684 -0.876 0.03
H -2.198 2.052 -0.287 0.07
H -2.898 0.721 -1.037 0.07
C 1.568 -0.197 -0.656 -0.19
C 2.662 -0.953 0.077 -0.17
H 1.856 0.683 -1.193 0.06
H 0.913 -0.837 -1.284 0.08
H 0.758 0.122 0.022 0.03
H 3.210 -1.636 -0.590 0.06
H 3.376 -0.327 0.613 0.06
H 2.164 -1.516 0.909 0.07
```

Calculated values
HOMO energy: -11.46 eV
frontier orbital gap: 12.595 eV

=====

Molecular formula: C10H16O
Method: DFT, ωB97M-V with the def2-TZVPD basis set

XYZ file:
```
27
Properties=species:S:1:pos:R:3:lowdin_charge:R:1
C 1.220 -0.663 -1.679 -0.19
C 2.031 -0.192 -2.911 -0.09
C 0.996 0.469 -0.677 -0.26
C 1.708 0.544 0.509 -0.04
C -0.208 1.215 -0.725 -0.07
C 1.357 1.403 1.555 -0.01
C -0.626 2.006 0.306 -0.02
C 0.128 2.024 1.505 -0.33
O -0.316 2.711 2.580 0.05
H 0.227 -0.943 -1.965 0.09
H 1.817 -1.395 -1.151 0.10
H 2.641 -0.975 -3.354 0.06
H 2.681 0.058 0.539 0.11
H -0.559 1.388 -1.738 0.12
H 2.054 1.739 2.313 0.12
H -1.486 2.662 0.314 0.11
H -1.209 3.065 2.543 0.11
H 2.607 0.671 -2.611 0.07
H 1.391 0.182 -3.707 0.06
C -2.143 -1.838 0.305 -0.16
C -2.031 -2.204 1.788 -0.16
H -1.988 -2.673 -0.366 0.06
H -3.005 -1.215 0.060 0.06
H -1.373 -1.091 0.077 0.03
H -1.578 -3.193 1.883 0.06
H -2.973 -2.252 2.324 0.06
H -1.360 -1.505 2.285 0.06
```

Calculated values
HOMO energy: -8.31 eV
frontier orbital gap: 9.096 eV